Here is a cluster of 7 separate species, C21H64O24P7 in total at a distorted geometry from the Open Molecules 2025 dataset. Energies are from ωB97M-V/def2-TZVPD.

Results
HOMO-LUMO gap in eV: 2.74

Geometry as ORCA input:
```
! wB97M-V def2-TZVPD RIJCOSX def2/J DEFGRID3
* xyz -1 1
C 2.44808 -0.81119 -1.72415
C 2.95575 -0.79595 -0.45510
P 4.95005 -0.69399 -0.28195
C 4.73008 1.14430 -0.83869
H 2.46551 -1.75916 -2.25382
H 2.07581 0.10501 -2.18483
H 2.32340 -0.79779 0.44175
H 4.79784 -0.29822 1.13056
H 5.04981 -2.11750 0.10896
H 5.10853 -1.14548 -1.67536
H 6.40836 -0.53500 -0.22713
H 5.38631 1.73551 -0.19140
H 3.70976 1.42178 -0.57661
H 4.93224 1.28138 -1.89823
C -1.36103 0.48709 4.08594
O -1.00833 -0.88839 4.29426
P -0.73484 -1.80180 2.93405
O -2.09037 -1.81802 2.30978
O -0.44685 -3.10823 3.85471
C -1.30581 -3.43689 4.93729
O 0.22995 -2.37993 1.75912
C -0.00341 -3.69928 1.28429
H -1.27776 1.00833 5.03348
H -0.69515 0.95745 3.36296
H -2.39130 0.56208 3.73926
H -2.34437 -3.18443 4.71991
H -0.98194 -2.92143 5.84077
H -1.22742 -4.51075 5.10486
H -1.06411 -3.87891 1.10495
H 0.38519 -4.43513 1.98677
H 0.54129 -3.79104 0.34535
C 4.46370 7.12406 1.39216
O 5.61629 6.83957 0.58369
P 6.36898 5.38638 0.83970
O 6.85207 5.61556 2.23327
O 7.49315 5.70974 -0.27950
C 8.10166 6.99318 -0.34646
O 6.56129 3.79164 0.69660
C 7.87712 3.25204 0.81720
H 3.95184 7.97907 0.95518
H 3.77736 6.28019 1.42247
H 4.77513 7.37733 2.40453
H 8.22262 7.43397 0.64331
H 7.50764 7.65494 -0.97562
H 9.08167 6.86798 -0.80587
H 8.40177 3.67976 1.67032
H 8.44611 3.41765 -0.09468
H 7.75877 2.18012 0.96298
C 9.21418 3.83559 -3.01332
O 10.28209 3.50566 -3.92874
P 10.84045 1.96787 -3.91004
O 11.43523 1.85262 -2.55856
O 11.91719 2.29081 -5.07336
C 12.74303 3.44558 -4.98949
O 10.65827 0.44046 -4.40115
C 11.84137 -0.34078 -4.53506
H 8.80682 4.80074 -3.30396
H 8.41991 3.09326 -3.04383
H 9.60436 3.91084 -2.00060
H 13.01423 3.67230 -3.95802
H 12.23482 4.29973 -5.43446
H 13.64805 3.24455 -5.56123
H 12.49641 -0.21609 -3.67406
H 12.37092 -0.08236 -5.45066
H 11.52376 -1.37978 -4.59533
C -7.93769 -4.76433 -1.40400
O -7.51131 -3.39121 -1.36409
P -6.05786 -3.08343 -0.65357
O -6.30271 -3.47902 0.75461
O -6.20725 -1.49906 -0.92898
C -7.41358 -0.81875 -0.61072
O -4.46336 -3.04797 -0.80467
C -3.73884 -2.09093 0.00341
H -8.77415 -4.84315 -2.09484
H -7.13427 -5.41451 -1.74676
H -8.26991 -5.08088 -0.41626
H -7.88433 -1.22980 0.28303
H -8.10497 -0.87260 -1.45097
H -7.16402 0.22647 -0.43419
H -4.08566 -2.09068 1.03002
H -3.82768 -1.09430 -0.42412
H -2.69568 -2.38236 -0.01418
C -6.20040 4.41380 5.94990
O -4.98583 5.06564 5.53200
P -3.57167 4.38843 6.01200
O -3.61844 4.54534 7.48596
O -2.70341 5.53175 5.28026
C -3.02485 6.90844 5.45208
O -2.44492 3.26386 5.76034
C -1.11439 3.54938 6.18502
H -7.01920 4.83113 5.36891
H -6.15792 3.34030 5.77866
H -6.38026 4.60856 7.00595
H -3.39892 7.11195 6.45572
H -3.76355 7.21269 4.71263
H -2.11377 7.48056 5.28707
H -1.08195 3.97639 7.18592
H -0.63073 4.22270 5.48009
H -0.56815 2.60945 6.18854
C -13.28240 -8.67572 -4.11734
O -11.84795 -8.80384 -4.13343
P -10.98240 -7.47673 -4.55585
O -11.38931 -7.26099 -5.96476
O -9.58746 -8.26182 -4.38334
C -9.40301 -9.55345 -4.95828
O -10.32962 -6.06782 -4.10816
C -9.16177 -5.64251 -4.81129
H -13.68824 -9.54167 -3.60018
H -13.59785 -7.77408 -3.59652
H -13.66400 -8.66127 -5.13690
H -9.93111 -9.65036 -5.90690
H -9.74279 -10.32039 -4.26489
H -8.33639 -9.68721 -5.12724
H -9.27391 -5.76530 -5.88700
H -8.28977 -6.19208 -4.46211
H -9.01396 -4.58724 -4.58976
*
```

Löwdin population analysis, charges in e, atoms 1 to 4: C -0.19; C -0.36; P 0.23; C -0.33

---

Here is a cluster of 11 separate species, C21H68N5O11 in total at a distorted geometry from the Open Molecules 2025 dataset. Energies are from ωB97M-V/def2-TZVPD.

Results
HOMO-LUMO gap in eV: 7.69

Geometry as ORCA input:
```
! wB97M-V def2-TZVPD RIJCOSX def2/J DEFGRID3
* xyz -1 1
C -22.61995 26.32769 4.51598
O -23.72588 27.06633 4.92110
H -22.85062 25.49068 3.83603
H -21.83366 26.92325 4.01927
H -22.10502 25.86402 5.37929
O -21.95043 29.70274 5.28821
H -22.28020 28.82201 5.03341
H -21.51753 30.03666 4.49596
O -24.10687 29.64175 3.17101
H -24.06586 28.72596 3.49714
H -24.92063 29.99554 3.54510
O -26.52906 27.38223 4.01840
H -26.90198 27.16302 3.15636
H -25.56453 27.36958 3.88521
O -25.71423 28.58838 6.30651
H -24.92118 28.22755 5.85489
H -25.41083 29.39398 6.73995
O -25.83845 25.73625 6.05310
H -24.93977 25.93114 5.67876
H -25.76218 24.86926 6.47039
C -21.41270 18.89852 6.99080
C -21.14240 19.83286 8.14386
C -22.02986 21.06686 8.18154
O -21.87426 21.79818 6.99045
C -22.90514 22.72232 6.73426
N -21.34113 19.11414 9.42464
H -22.46770 18.66859 6.82516
H -20.81154 17.98947 6.97248
H -21.12612 19.42234 6.07142
H -20.07186 20.06788 8.09453
H -21.81967 21.65935 9.07608
H -23.04550 20.65881 8.25422
H -23.36648 23.20256 7.59956
H -23.71737 22.18644 6.22141
H -22.56528 23.49701 6.04793
H -20.87164 18.21820 9.43586
H -20.92731 19.64736 10.18241
C -18.84225 26.70964 5.09766
C -19.56791 26.85379 6.41231
C -18.87722 26.14701 7.58731
O -18.14665 24.99747 7.21697
C -18.97112 23.93300 6.84699
N -19.72182 28.29231 6.71371
H -19.41187 27.19283 4.29964
H -18.75883 25.66349 4.80068
H -17.86494 27.19709 5.04111
H -20.55552 26.42455 6.18843
H -19.59297 25.85929 8.36565
H -18.22506 26.90485 8.02604
H -18.42168 23.24246 6.20684
H -19.92124 24.19270 6.37201
H -19.28490 23.29726 7.68717
H -20.27367 28.66861 5.94212
H -20.41284 28.38590 7.46150
C -25.07018 23.22416 3.29504
C -24.49660 23.63454 1.95420
C -23.61035 22.58423 1.35183
O -23.23202 22.92361 0.03489
C -22.68009 21.87901 -0.71542
N -25.58030 24.15379 1.05599
H -24.30195 23.28368 4.07297
H -25.40094 22.18177 3.33645
H -25.85181 23.91486 3.60540
H -23.84941 24.51374 2.07329
H -24.17650 21.63476 1.30673
H -22.72996 22.34685 1.96027
H -21.70406 21.58641 -0.30608
H -22.59978 22.13902 -1.76604
H -23.31974 20.99162 -0.59526
H -26.09517 23.29693 0.81542
H -25.04279 24.30207 0.19500
C -22.86871 27.21588 0.85728
C -22.23296 27.93875 -0.32614
C -20.70794 27.84421 -0.29823
O -20.26928 28.34144 0.94512
C -18.87399 28.21402 1.12508
N -22.75266 27.48350 -1.62420
H -23.95870 27.24242 0.89364
H -22.54116 27.73130 1.75834
H -22.54024 26.17403 0.86233
H -22.44850 29.00850 -0.20102
H -20.29282 28.49504 -1.08695
H -20.31054 26.85020 -0.54243
H -18.27270 28.89322 0.51347
H -18.57308 27.17928 0.92792
H -18.71972 28.41953 2.18190
H -22.25870 28.05454 -2.31272
H -23.70461 27.83138 -1.71170
C -22.42438 25.76592 8.67919
C -23.27419 26.97266 9.04365
C -22.88210 27.57812 10.38810
O -23.26229 26.64547 11.40284
C -23.00321 27.13861 12.69112
N -23.07892 27.98632 7.99750
H -21.37531 26.07174 8.68215
H -22.72530 25.38024 7.70759
H -22.51573 24.96519 9.41634
H -24.34490 26.74260 9.03341
H -23.45882 28.50466 10.48603
H -21.81267 27.79730 10.44537
H -23.60924 28.01183 12.95510
H -21.94076 27.34072 12.87953
H -23.26363 26.30005 13.34591
H -23.11082 27.55436 7.07254
H -23.86197 28.62636 7.97404
*
```

Löwdin population analysis, charges in e, atoms 1 to 4: C -0.29; O -0.40; H 0.05; H 0.05

---

Here is a structure of composition C21H77B7KNO7Pb at a distorted geometry from the Open Molecules 2025 dataset. Energies are from ωB97M-V/def2-TZVPD.

Results
HOMO-LUMO gap in eV: 1.15

Geometry as ORCA input:
```
! wB97M-V def2-TZVPD RIJCOSX def2/J DEFGRID3
* xyz -4 1
Pb -14.58407 1.61431 -10.24863
K -12.57833 1.44468 -14.38594
B -15.98384 -1.08601 -14.97123
H -15.20024 -1.82655 -15.01373
H -15.69575 -0.15196 -15.42818
H -16.96184 -1.35637 -15.33818
H -16.15705 -0.96503 -13.91312
B -13.26528 -1.68506 -13.32331
H -13.38511 -2.13869 -12.35165
H -12.37550 -1.07816 -13.38822
H -13.40185 -2.41901 -14.10235
H -14.09455 -0.99912 -13.40091
B -17.74068 -2.60760 -12.60105
H -17.59037 -3.22838 -11.73140
H -17.43307 -3.18914 -13.45629
H -18.77893 -2.31834 -12.65193
H -17.13804 -1.72027 -12.48395
B -16.40630 1.93518 -12.53484
H -15.64943 2.57795 -12.11265
H -15.91438 1.36293 -13.30607
H -16.90239 1.23690 -11.87870
H -17.11501 2.57435 -13.03825
B -15.35946 -0.90880 -11.02562
H -15.77188 -1.90509 -10.98598
H -14.34942 -1.02522 -10.66436
H -15.42873 -0.56558 -12.04623
H -15.95183 -0.29698 -10.36303
B -14.77264 2.45894 -16.02836
H -15.07538 1.78044 -16.81081
H -15.55775 3.19900 -16.04158
H -14.80794 1.83946 -15.14562
H -13.76174 2.82585 -16.11614
B -12.57901 2.42852 -11.68396
H -11.84605 2.22238 -10.91942
H -13.16483 1.58210 -12.00744
H -13.24670 3.20060 -11.33422
H -12.17540 2.89302 -12.57029
C -18.29391 3.35119 -17.93560
O -18.82466 2.52612 -16.82921
C -20.05481 2.90928 -16.17805
C -19.77769 4.11578 -15.32238
O -18.76391 3.81126 -14.32143
C -18.36728 4.86037 -13.51555
H -18.08898 4.36577 -17.59393
H -18.82425 3.23506 -18.88077
H -17.34878 2.85934 -18.16562
H -20.32470 1.94125 -15.75593
H -20.88839 3.07980 -16.85935
H -20.70500 4.59088 -15.00224
H -19.40612 4.93864 -15.93308
H -19.19149 5.28595 -12.94314
H -17.96417 5.65771 -14.13992
H -17.51172 4.63384 -12.87932
C -11.13314 0.01315 -9.35007
O -12.44503 0.49516 -9.04323
C -12.74078 0.28449 -7.61205
C -14.14516 -0.39957 -7.48903
O -15.22445 0.41434 -7.99436
C -16.44553 -0.12382 -7.64704
H -11.05840 -0.99486 -8.94211
H -10.33096 0.75079 -9.32772
H -11.24995 -0.24247 -10.40321
H -12.76951 1.24889 -7.10490
H -12.12379 -0.46982 -7.12372
H -14.29009 -0.49892 -6.41328
H -14.11138 -1.40137 -7.91726
H -16.61771 -0.46725 -6.62699
H -16.64666 -1.06620 -8.15653
H -17.22777 0.60244 -7.86784
C -12.62397 4.08723 -8.44472
O -13.93286 3.81278 -8.95928
C -14.89491 4.65235 -8.47994
C -16.35227 4.36613 -9.00143
O -16.49598 2.95444 -9.26945
C -17.86147 2.66056 -9.48906
H -12.23176 3.11523 -8.14559
H -12.58392 4.72468 -7.56147
H -12.00511 4.62556 -9.16258
H -14.50791 5.62826 -8.77303
H -14.91997 4.55293 -7.39477
H -16.60008 4.99623 -9.85564
H -17.07708 4.72062 -8.26857
H -17.96418 1.57542 -9.48560
H -18.28576 3.11622 -10.38373
H -18.42624 2.96070 -8.60642
C -13.07764 7.17936 -14.96492
C -13.92096 7.46195 -13.71666
C -13.79025 6.25780 -12.67528
C -12.49617 6.32481 -11.73317
C -12.47755 7.56524 -10.87156
C -12.56982 8.80771 -11.82504
N -13.67147 8.70613 -12.90493
O -13.65456 9.83185 -13.76883
C -12.92590 9.95753 -10.83629
C -11.15875 9.18230 -12.39241
C -15.40357 7.53371 -14.06578
H -12.08157 6.87013 -14.64817
H -12.96884 8.05080 -15.61057
H -13.53036 6.39541 -15.57202
H -14.68711 6.04387 -12.09393
H -13.60611 5.46112 -13.39605
H -11.60402 6.40078 -12.35479
H -12.28910 5.45047 -11.11612
H -11.57213 7.54331 -10.26507
H -13.31677 7.51882 -10.17756
H -12.76100 10.95417 -11.24570
H -13.96859 9.96686 -10.51875
H -12.39038 9.92726 -9.88739
H -11.07580 8.71696 -13.37459
H -10.92481 10.24448 -12.46407
H -10.36511 8.79277 -11.75486
H -15.72470 6.70386 -14.69534
H -15.67465 8.42748 -14.62773
H -16.13439 7.59805 -13.25963
H -13.02426 9.51264 -14.41878
*
```

Löwdin population analysis, charges in e, atoms 1 to 4: Pb 1.60; K 0.60; B -0.36; H -0.06

---

Here is a structure of composition C21H80BrN9O21Ti at a distorted geometry from the Open Molecules 2025 dataset. Energies are from ωB97M-V/def2-TZVPD.

Results
HOMO-LUMO gap in eV: 0.79

Geometry as ORCA input:
```
! wB97M-V def2-TZVPD RIJCOSX def2/J DEFGRID3
* xyz 2 1
Ti 2.37576 0.95322 -1.06980
Br 2.82013 1.01092 1.39094
O 2.47923 -0.72713 -0.85254
H 3.30643 -1.18166 -0.71698
C -9.58784 0.96771 5.81127
O -8.20240 0.79842 5.64187
C -7.65987 -0.49630 5.85792
C -6.18549 -0.42833 5.90411
N -5.57787 0.27946 4.79868
C -4.10947 0.48257 4.76746
C -3.25064 -0.76244 4.41514
O -2.80719 -0.79717 3.08193
C -1.74591 0.08665 2.86474
H -9.63034 2.03916 5.74699
H -9.82194 0.65907 6.82472
H -10.17923 0.46409 5.05336
H -8.05152 -1.17844 5.11865
H -8.06053 -0.92422 6.79353
H -5.87436 -1.50146 5.82390
H -5.93161 0.05155 6.90497
H -5.96054 1.23592 4.80294
H -3.69890 0.85740 5.73518
H -3.98652 1.21596 3.91961
H -3.84095 -1.66464 4.68538
H -2.35592 -0.91127 5.07015
H -2.14390 1.12612 3.17455
H -1.68475 0.02673 1.76772
H -0.80750 -0.15589 3.39146
C 6.08308 -0.40301 -0.23263
O 5.49034 -1.66852 -0.44139
C 6.28102 -2.29010 -1.49238
C 6.15527 -3.80151 -1.35162
N 6.54997 -4.15811 0.05040
C 6.39869 -5.54863 0.29433
C 7.42133 -5.91486 1.32796
O 7.21415 -7.15594 2.01175
C 7.72731 -8.25099 1.34704
H 5.85412 0.26263 -1.12119
H 7.17532 -0.38983 0.02980
H 5.44517 -0.19515 0.62952
H 7.28931 -1.96418 -1.29456
H 5.95698 -1.92473 -2.50071
H 6.67998 -4.37405 -2.15149
H 5.08744 -4.11178 -1.48590
H 5.99556 -3.62328 0.68866
H 6.60471 -6.07946 -0.63043
H 5.35254 -5.81234 0.64926
H 7.39507 -5.25077 2.17084
H 8.44876 -5.96751 0.92269
H 8.73487 -8.46391 1.74707
H 7.70168 -8.23202 0.21216
H 7.13834 -9.15547 1.62717
C -3.59411 2.75537 -0.20192
O -2.27977 3.01126 -0.59157
C -2.12777 3.66537 -1.85130
C -0.90007 3.26551 -2.56271
N -0.89333 4.05426 -3.78282
C 0.37886 4.49866 -4.26280
C 0.15977 5.50820 -5.40341
O -0.97471 5.15445 -6.15578
C -1.39743 6.30945 -6.83187
H -3.85518 3.48512 0.57818
H -3.71590 1.77141 0.33098
H -4.20267 2.88424 -1.10025
H -2.17012 4.75082 -1.72965
H -2.96819 3.51385 -2.47453
H -0.95824 2.18470 -2.78376
H -0.05733 3.42367 -1.91432
H -1.55684 3.88269 -4.48917
H 1.01726 3.68973 -4.52497
H 0.93530 4.91638 -3.39313
H 1.01999 5.62115 -6.06208
H -0.13340 6.47972 -4.98577
H -1.65935 7.11924 -6.08451
H -2.36582 6.04669 -7.29907
H -0.61594 6.64735 -7.51492
C 1.53687 -4.45335 -1.38009
O 1.00242 -3.99035 -0.34117
N 1.10819 -5.49356 -2.05269
N 2.66779 -3.88004 -1.87111
H 0.35735 -6.08936 -1.60924
H 1.30009 -5.75314 -2.95643
H 2.98103 -3.00313 -1.49816
H 3.07993 -4.17692 -2.74479
C -3.32195 -1.10525 -0.37031
O -3.84863 -0.52851 -1.39928
N -4.04279 -1.30280 0.73416
N -1.95489 -1.42934 -0.37056
H -4.95527 -0.89418 0.73367
H -3.67531 -1.98721 1.37083
H -1.76131 -2.17658 0.26272
H -1.41204 -1.31407 -1.22984
C 0.93222 -2.45860 -5.29354
O 1.32014 -3.04329 -4.25642
N 1.71072 -2.02777 -6.35208
N -0.44674 -2.19833 -5.35478
H 2.71792 -2.13111 -6.15543
H 1.39863 -1.32854 -7.04635
H -1.05547 -2.94411 -5.14526
H -0.78620 -1.47041 -5.97965
O -0.42788 -2.57687 1.84183
H 0.26829 -1.98158 2.21564
H 0.07198 -3.37377 1.64819
O -6.11183 0.53562 1.28452
H -6.16870 0.30160 2.25056
H -6.85651 1.12567 1.06098
O 4.59500 8.08441 -0.78469
H 4.44493 8.45916 -1.64844
H 5.29047 8.64504 -0.38640
O -1.06231 -0.98391 -2.79622
H -3.27704 -0.15745 -2.12648
H -0.57932 -1.10185 -3.72928
O 0.39927 2.01235 -0.37152
H -0.38365 1.55792 -0.54139
H 0.43005 1.95531 0.62024
O 1.50673 1.02219 -2.84860
H -0.14516 -0.76980 -2.45675
H 0.86138 1.70881 -3.08570
O 3.19948 -2.77644 1.83171
H 3.03862 -2.91733 0.91024
H 3.85786 -3.47864 2.05467
O 3.94427 1.79496 -1.45045
H 4.20717 2.32796 -0.60576
H -12.57185 -1.94191 3.46620
O -5.70464 3.97952 5.42088
H -4.97119 4.52456 5.74470
H -5.43171 3.15084 5.91531
O 3.25959 4.20570 -0.01228
H 3.46478 4.52983 -0.88764
H 3.86930 4.65617 0.54510
O 1.55456 7.29080 4.71049
H 2.00155 7.26247 5.53345
H 1.48143 6.41682 4.35963
*
```

Löwdin population analysis, charges in e, atoms 1 to 4: Ti 0.80; Br 0.24; O -0.31; H 0.00